(1)
Below is a 7-piece molecular cluster, C41H78BN3O10 overall, with properties calculated with the ωB97M-V functional and the def2-TZVPD basis.

HOMO level (eV): -8.6944
Orbital gap (eV): 9.06
Structure (SMILES): [H]/N=C(/C)C[C@@]1(B(C)O)NC(=O)[C@H](C/C(C)=N/[H])[C@H]1CCCC(=O)OCC.C1CCOC1.C1CCOC1.C1CCOC1.C1CCOC1.C1CCOC1.C1CCOC1

Geometry as ORCA input:
```
! RIJCOSX wB97M-V def2-TZVPD def2/J DEFGRID3
* xyz 0 1
C -5.3529 -1.7750 5.2085
C -5.7800 -1.7085 3.6729
O -6.2477 -2.9957 3.1359
C -6.8686 -2.6741 1.8700
O -8.1214 -2.5332 1.8148
C -5.9394 -2.5107 0.5518
C -6.1602 -1.0807 -0.1404
C -4.9909 -0.6261 -1.1387
C -3.6434 -0.3760 -0.3171
C -3.4145 1.0185 0.4576
C -4.4762 1.5053 1.5628
C -5.5221 2.5941 1.0489
C -6.6685 2.3578 -0.0441
N -5.4151 3.8255 1.5387
C -2.0132 0.6043 1.1881
O -1.6301 0.8249 2.3546
N -1.2889 -0.1704 0.1295
C -2.2123 -0.4592 -1.0529
C -1.7733 0.7140 -2.0864
C -0.3330 1.3207 -1.6422
C 1.0493 0.5214 -1.9070
N -0.2525 2.5045 -1.0541
B -1.9233 -1.8695 -1.8442
C -2.6195 -2.2232 -3.2961
O -1.0446 -2.8979 -1.3104
H -6.2334 -2.0025 5.9188
H -4.9917 -0.7151 5.5017
H -4.4801 -2.4792 5.4304
H -4.9178 -1.3600 2.9882
H -6.6629 -0.9851 3.5836
H -6.2264 -3.3466 -0.1888
H -4.8738 -2.7264 0.8949
H -6.3664 -0.3236 0.6945
H -7.1473 -1.1537 -0.7367
H -4.9002 -1.4458 -1.9447
H -5.3388 0.3287 -1.6891
H -3.5008 -1.1329 0.5444
H -3.3694 1.9408 -0.2401
H -3.8712 2.0178 2.4040
H -4.9408 0.5727 2.0270
H -7.3666 1.5067 0.3105
H -6.2644 2.1575 -1.1040
H -7.3582 3.2787 -0.1580
H -6.1481 4.4293 1.1260
H -1.1936 -1.1238 0.5249
H -2.5582 1.5554 -2.1909
H -1.6098 0.3321 -3.1671
H 1.5759 0.5086 -0.8679
H 0.8565 -0.5771 -2.1673
H 1.7360 1.0617 -2.6409
H -1.1987 2.9139 -0.9499
H -3.4606 -1.4978 -3.5507
H -1.7847 -2.0388 -4.0729
H -2.9002 -3.3275 -3.3802
H -0.6416 -3.3722 -2.0790
C -0.5431 -7.3483 -0.6903
C 0.6060 -7.9567 -1.4643
C 0.6791 -7.0553 -2.6818
O 0.2371 -5.7564 -2.2627
C -0.3562 -5.8691 -0.9612
H -0.5340 -7.5908 0.3736
H -1.4953 -7.6882 -1.1111
H 1.5299 -7.8743 -0.8824
H 0.4567 -9.0070 -1.7203
H 0.0049 -7.4000 -3.4732
H 1.6894 -6.9849 -3.0914
H 0.3330 -5.4180 -0.2392
H -1.2964 -5.3157 -0.9372
C 2.3373 1.9420 3.0448
C 2.7329 0.6053 3.6318
C 2.5325 -0.3281 2.4540
O 2.7849 0.4374 1.2689
C 2.8534 1.8282 1.6247
H 2.7519 2.7977 3.5807
H 1.2462 2.0364 3.0398
H 3.7900 0.6240 3.9183
H 2.1472 0.3186 4.5072
H 1.4996 -0.6903 2.4050
H 3.2032 -1.1904 2.4835
H 3.8987 2.1395 1.5571
H 2.2680 2.4184 0.9171
C 4.3106 5.8372 -1.0023
C 5.5840 5.7862 -0.1876
C 5.1079 5.1475 1.1015
O 4.0193 4.2779 0.7572
C 3.6231 4.5487 -0.5944
H 4.4797 5.9073 -2.0783
H 3.7067 6.6970 -0.6935
H 6.3136 5.1348 -0.6805
H 6.0475 6.7622 -0.0335
H 4.7285 5.8988 1.8001
H 5.8933 4.5733 1.5999
H 3.9538 3.7086 -1.2154
H 2.5344 4.6166 -0.6520
C 5.4488 9.0646 4.9464
C 5.8441 7.7288 5.5351
C 5.6454 6.7944 4.3580
O 5.8993 7.5607 3.1722
C 5.9669 8.9488 3.5265
H 5.8624 9.9208 5.4820
H 4.3579 9.1591 4.9398
H 6.9005 7.7482 5.8226
H 5.2577 7.4427 6.4099
H 4.6131 6.4316 4.3082
H 6.3162 5.9326 4.3887
H 7.0149 9.2608 3.4600
H 5.3823 9.5383 2.8167
C 4.8145 -3.8026 2.2524
C 3.6411 -3.7437 1.3000
C 3.8717 -4.9699 0.4391
O 4.5350 -5.9374 1.2643
C 4.9677 -5.2951 2.4711
H 4.6560 -3.2502 3.1803
H 5.7093 -3.4023 1.7641
H 2.7048 -3.8498 1.8582
H 3.5902 -2.8199 0.7211
H 4.5293 -4.7437 -0.4071
H 2.9407 -5.3928 0.0531
H 4.3243 -5.6446 3.2860
H 5.9977 -5.5838 2.6924
C -1.3752 -1.3301 -8.8264
C -0.7806 -2.6511 -8.3920
C -0.7851 -2.5175 -6.8820
O -1.8992 -1.6798 -6.5426
C -2.4032 -1.0754 -7.7418
H -1.8091 -1.3514 -9.8276
H -0.6060 -0.5511 -8.8029
H -1.4383 -3.4718 -8.6964
H 0.2135 -2.8414 -8.7999
H 0.1256 -2.0256 -6.5234
H -0.8827 -3.4811 -6.3760
H -3.3594 -1.5531 -7.9814
H -2.5788 -0.0109 -7.5712
*
```


(2)
Below is C17H16F6N6O5OsS3 as an isolated structure, with properties calculated with the ωB97M-V functional and the def2-TZVPD basis.

HOMO level (eV): -15.5753
Orbital gap (eV): 7.31
Energy above the lowest of the compared OMol25 structures with the same formula, charge and spin (kJ/mol): 110.2

Geometry as ORCA input:
```
! RIJCOSX wB97M-V def2-TZVPD def2/J DEFGRID3
* xyz 2 1
Os 0.2364 0.7035 0.4266
O 0.2904 4.6898 0.2717
C 0.5581 3.5639 0.5523
N -0.2320 2.4438 0.1059
C -1.4517 2.7828 -0.6232
C -2.1856 1.5229 -0.9539
C -3.4395 1.5053 -1.5373
C -4.0395 0.2876 -1.8053
C -3.3718 -0.8840 -1.4647
C -2.1316 -0.7977 -0.8730
N -1.5425 0.3879 -0.6373
C 1.6754 3.1068 1.4040
C 2.4479 3.9956 2.1128
C 3.3975 3.4839 2.9900
C 3.5446 2.1148 3.0818
C 2.7450 1.2804 2.3073
N 1.8099 1.7675 1.4891
H -1.2081 3.3540 -1.5236
H -2.0673 3.4461 -0.0097
H -3.9380 2.4383 -1.7642
H -5.0208 0.2543 -2.2588
H -3.8195 -1.8529 -1.6341
H -1.5857 -1.6770 -0.5641
H 2.2710 5.0554 1.9915
H 3.9946 4.1493 3.5986
H 4.2655 1.6694 3.7526
H 2.8618 0.2122 2.3504
F -2.5212 -2.9563 3.6543
C -2.4126 -1.7506 3.1521
F -2.7087 -1.7905 1.8447
F -3.2164 -0.9019 3.7480
S -0.6461 -1.1825 3.2399
O -0.6278 -0.0210 2.2997
O -0.2430 -0.9147 4.5651
N 0.0229 -2.4374 2.5451
S 1.1274 -2.1858 1.5009
O 0.5751 -1.4287 0.3281
O 2.3810 -1.6716 1.9440
C 1.3601 -3.8675 0.7698
F 2.0946 -3.7109 -0.3402
F 0.1684 -4.3277 0.4147
F 1.9509 -4.6851 1.5938
S 1.8864 0.5910 -1.4002
C 1.1768 -0.4855 -2.5831
N 1.3361 -1.7868 -2.5978
C 0.6428 -2.4180 -3.7315
C 0.1121 -1.1951 -4.5136
N 0.4511 -0.0805 -3.6107
H 1.8632 -2.2984 -1.9082
H -0.1572 -3.0599 -3.3658
H 1.3298 -3.0224 -4.3184
H -0.9621 -1.2341 -4.6760
H 0.6065 -1.0699 -5.4750
H 0.3455 0.8878 -3.8653
*
```


(3)
Below is an isolated ion of composition C4H4NOS2 and charge -1, with properties calculated with the ωB97M-V functional and the def2-TZVPD basis.

HOMO level (spin up / spin down) (eV): -2.7309 / -2.1560
Orbital gap (spin up / spin down) (eV): 6.09 / 5.54
Energy above the lowest of the compared OMol25 structures with the same formula, charge and spin (kJ/mol): 508.1

Geometry as ORCA input:
```
! RIJCOSX wB97M-V def2-TZVPD def2/J DEFGRID3
* xyz -1 1
C -3.1515 -1.2148 -0.4274
C 0.6485 -1.2332 -0.0586
C -1.2274 0.2357 -0.0004
C 1.1678 1.0104 0.2344
N 0.1536 0.0278 0.0476
O -2.1041 -0.6882 -0.3865
S 2.2698 -1.5772 -0.2897
S -2.0042 1.7872 0.2075
H -0.0433 -2.0057 -0.2311
H 0.6976 1.9441 0.8419
H 2.0145 0.4610 0.7867
H 1.5787 1.2530 -0.7244
*
```


(4)
Below is C30H33N4OPdS3 as an isolated structure, with properties calculated with the ωB97M-V functional and the def2-TZVPD basis.

HOMO level (spin up / spin down) (eV): -10.9512 / -10.9506
Orbital gap (spin up / spin down) (eV): 6.84 / 6.84
Energy above the lowest of the compared OMol25 structures with the same formula, charge and spin (kJ/mol): 21.9

Geometry as ORCA input:
```
! RIJCOSX wB97M-V def2-TZVPD def2/J DEFGRID3
* xyz 1 1
Pd -1.9187 -0.5959 0.1595
C -1.9462 -2.8812 5.0927
C -3.3545 -2.4519 4.7058
N -3.4637 -1.0207 4.3858
C -3.9686 -0.1301 5.4466
C -2.8703 0.3883 6.3613
C -3.0964 -0.5097 3.2055
S -2.7036 -1.6877 1.9722
N -3.1107 0.8151 3.1171
C -2.9734 1.5452 2.0143
O -2.8098 1.1747 0.8229
C -3.0282 3.0274 2.2254
C -2.8499 3.8839 1.1426
C -2.9088 5.2563 1.3220
C -3.1450 5.7825 2.5860
C -3.3159 4.9328 3.6705
C -3.2588 3.5596 3.4909
H -1.9378 -3.9496 5.3130
H -1.6006 -2.3489 5.9784
H -1.2455 -2.6957 4.2792
H -4.0429 -2.6374 5.5281
H -3.7106 -3.0349 3.8576
H -4.7072 -0.7007 6.0081
H -4.4763 0.7010 4.9687
H -2.4001 -0.4159 6.9275
H -3.2923 1.0961 7.0767
H -2.1052 0.9014 5.7777
H -2.6725 3.4617 0.1630
H -2.7761 5.9184 0.4761
H -3.2012 6.8547 2.7248
H -3.4971 5.3409 4.6567
H -3.3895 2.8874 4.3275
S -1.3795 0.0963 -2.0126
C 0.2887 0.1752 -2.0152
N 0.9757 0.6859 -3.0139
C 2.4245 0.4619 -3.1014
C 3.0217 0.7102 -1.7529
N 2.3633 -0.1601 -0.7697
C 3.2676 -0.7437 0.2431
C 4.1363 -1.8129 -0.3710
C 5.5165 -1.6605 -0.3886
C 6.3229 -2.6280 -0.9775
C 5.7473 -3.7458 -1.5606
C 4.3653 -3.9004 -1.5498
C 3.5621 -2.9398 -0.9569
C 1.0756 -0.4257 -0.8421
S 0.2936 -1.3672 0.3032
C 0.3571 1.2818 -4.2177
C 0.5369 0.3872 -5.4181
C 1.3797 0.7727 -6.4520
C 1.5555 -0.0500 -7.5579
C 0.8935 -1.2654 -7.6274
C 0.0523 -1.6589 -6.5920
C -0.1274 -0.8358 -5.4920
H 2.8352 1.1402 -3.8448
H 2.6190 -0.5610 -3.4301
H 2.8993 1.7526 -1.4501
H 4.0818 0.4670 -1.7613
H 2.6680 -1.1220 1.0657
H 3.8885 0.0697 0.6196
H 5.9691 -0.7875 0.0698
H 7.3976 -2.5034 -0.9823
H 6.3732 -4.5011 -2.0178
H 3.9142 -4.7749 -2.0003
H 2.4855 -3.0744 -0.9381
H 0.8509 2.2397 -4.3845
H -0.6910 1.4691 -4.0070
H 1.8924 1.7276 -6.4046
H 2.2081 0.2611 -8.3629
H 1.0229 -1.9034 -8.4918
H -0.4704 -2.6046 -6.6472
H -0.7959 -1.1390 -4.6933
*
```


(5)
Below is one molecule with the formula CH4NOP, with properties calculated with the ωB97M-V functional and the def2-TZVPD basis.

HOMO level (eV): -9.0814
Orbital gap (eV): 9.66
Energy above the lowest of the compared OMol25 structures with the same formula, charge and spin (kJ/mol): 149.3
Structure (SMILES): [H]/N=C/PO

Geometry as ORCA input:
```
! RIJCOSX wB97M-V def2-TZVPD def2/J DEFGRID3
* xyz 0 1
C 0.1316 -0.0425 -0.7389
N -0.5770 -0.1562 -1.7948
O 0.6163 -0.1353 1.7654
P -0.3706 0.7650 0.7864
H 1.2167 -0.3195 -0.8804
H -0.1592 -0.4471 -2.6231
H 0.7677 0.1090 2.6225
H -1.6255 0.2265 0.8629
*
```


(6)
Below is H16Li3O12S as an isolated structure, with properties calculated with the ωB97M-V functional and the def2-TZVPD basis.

HOMO level (eV): -10.1098
Orbital gap (eV): 4.58

Geometry as ORCA input:
```
! RIJCOSX wB97M-V def2-TZVPD def2/J DEFGRID3
* xyz 1 1
Li 0.5040 -4.3282 3.2832
Li 4.1490 -0.7545 2.8302
Li 2.4648 -4.7964 -1.8937
S 0.9436 -1.0133 0.4541
O 0.7329 -1.3699 1.8845
O -0.2143 -0.1929 0.0710
O 2.1659 -0.2427 0.3770
O 0.9834 -2.2401 -0.3411
O -0.5677 0.4183 5.3417
H -0.2621 -0.0498 4.5647
H -0.2827 -0.1247 6.0766
O 5.1530 -0.1407 -2.5129
H 4.6969 0.5343 -3.0155
H 4.6084 -0.2710 -1.7366
O -4.2096 -1.1446 1.5471
H -3.3139 -1.0471 1.2239
H -4.6495 -0.3367 1.2825
O -3.4315 -0.1450 -3.4129
H -3.1063 0.5038 -2.7888
H -3.2393 0.2310 -4.2720
O -2.6190 -3.4510 -1.6979
H -1.7026 -3.4009 -1.4261
H -2.8321 -2.5641 -1.9881
O -0.8693 3.1735 2.4054
H -0.6596 2.6710 3.1926
H -0.8934 2.5223 1.7043
O 3.0122 3.3506 -1.2344
H 2.2389 3.4160 -1.7947
H 2.9916 2.4537 -0.9006
O -0.4231 2.8544 -2.7495
H -0.9394 3.4544 -2.2112
H -0.4289 2.0301 -2.2630
*
```


(7)
Below is a 2-piece molecular cluster, C2H5ClS overall, with properties calculated with the ωB97M-V functional and the def2-TZVPD basis.

HOMO level (eV): -8.7076
Orbital gap (eV): 8.71
Energy above the lowest of the compared OMol25 structures with the same formula, charge and spin (kJ/mol): 73.6
Structure (SMILES): CC=S.Cl

Geometry as ORCA input:
```
! RIJCOSX wB97M-V def2-TZVPD def2/J DEFGRID3
* xyz 0 1
C 0.1090 0.1613 -0.1689
C 0.9610 -1.0606 -0.3469
S 0.8800 -2.1419 -1.5045
Cl -2.6915 0.3044 1.4638
H 0.7633 0.9678 -0.1813
H -0.5395 0.1687 -0.9995
H -0.6030 0.0684 0.6030
H -1.5885 0.7849 1.9524
H 1.5080 -1.2713 0.5476
*
```


(8)
Below is a 10-piece molecular cluster, C48H113N3O10 overall, with properties calculated with the ωB97M-V functional and the def2-TZVPD basis.

HOMO level (spin up / spin down) (eV): 0.6448 / -6.1243
Orbital gap (spin up / spin down) (eV): 1.47 / 8.20
Energy above the lowest of the compared OMol25 structures with the same formula, charge and spin (kJ/mol): 19.4

Geometry as ORCA input:
```
! RIJCOSX wB97M-V def2-TZVPD def2/J DEFGRID3
* xyz -1 2
C -6.5011 -0.1826 0.1222
C -5.1169 0.2684 -0.4988
C -5.3243 1.5592 -1.3531
C -5.6594 2.8121 -0.4508
C -4.4174 3.0567 0.5013
C -4.1659 1.8081 1.4045
N -4.1348 0.5147 0.6371
O -3.8835 -0.5595 1.4577
C -2.8691 2.0714 2.1817
C -5.2365 1.8044 2.5427
C -4.5725 -0.7863 -1.4090
H -7.0964 0.5497 0.6675
H -6.4295 -1.0582 0.7675
H -7.2154 -0.5939 -0.5910
H -4.4740 1.8993 -1.9443
H -6.1502 1.4323 -2.0530
H -6.5850 2.6262 0.0940
H -5.8697 3.6274 -1.1430
H -4.5868 3.8903 1.1828
H -3.5579 3.3390 -0.1066
H -2.6959 1.3981 3.0212
H -2.0845 1.9950 1.4290
H -2.6969 3.0945 2.5159
H -5.1411 2.6963 3.1620
H -6.2721 1.6674 2.2314
H -5.1275 1.0319 3.3040
H -5.2549 -1.1066 -2.1963
H -4.4499 -1.7668 -0.9490
H -3.5882 -0.5226 -1.7959
H -2.9563 -0.6655 1.2325
C -1.8253 -3.6791 0.0179
C -2.4549 -5.1043 0.1382
C -3.8795 -4.8358 -0.4446
C -4.6175 -6.0686 -0.9173
C -3.7848 -7.1002 -1.7439
C -2.3308 -7.3392 -1.2067
N -1.7080 -6.0490 -0.7835
O -0.3349 -6.1521 -0.5030
C -2.4508 -8.4058 -0.0089
C -1.5752 -7.9486 -2.3935
C -2.5547 -5.5573 1.5924
H -0.7686 -3.5976 0.2727
H -2.4293 -2.9491 0.5567
H -1.9795 -3.3424 -1.0073
H -4.5067 -4.4422 0.3552
H -3.9199 -4.1558 -1.2955
H -5.5164 -5.7866 -1.4655
H -4.9842 -6.5456 -0.0085
H -3.7554 -6.6175 -2.7208
H -4.3628 -8.0206 -1.8264
H -2.5701 -9.3696 -0.5039
H -1.6376 -8.3791 0.7164
H -3.4134 -8.3707 0.5011
H -0.5134 -8.1671 -2.2796
H -2.1540 -8.7799 -2.7960
H -1.5415 -7.2525 -3.2316
H -1.5353 -5.8106 1.8834
H -3.1410 -6.4630 1.7477
H -3.0427 -4.8381 2.2501
H 0.0208 -5.8438 -1.3397
C 3.1297 1.7078 -4.7607
C 3.9667 2.6694 -4.0106
C 5.4167 2.5392 -4.7088
C 6.3599 3.6931 -4.4219
C 5.6071 4.9815 -4.7801
C 4.2708 5.2531 -4.0175
N 3.4611 4.0461 -4.1784
O 2.2576 4.1483 -3.6060
C 4.5793 5.5954 -2.5197
C 3.5709 6.4513 -4.7503
C 4.0043 2.2124 -2.5195
H 2.9269 1.9547 -5.8028
H 2.1667 1.6303 -4.2559
H 3.4908 0.6797 -4.7335
H 5.8826 1.6105 -4.3791
H 5.2435 2.5578 -5.7847
H 7.2105 3.6610 -5.1027
H 6.7173 3.7722 -3.3952
H 5.4277 4.8989 -5.8521
H 6.2303 5.8574 -4.5999
H 5.1739 4.9034 -1.9234
H 5.3462 6.3675 -2.4577
H 3.6675 5.7999 -1.9586
H 3.4570 6.2152 -5.8083
H 2.5549 6.6426 -4.4050
H 4.1985 7.3423 -4.7618
H 3.0561 2.2765 -1.9857
H 4.7900 2.7689 -2.0086
H 4.3587 1.1850 -2.4354
H 1.6812 4.4407 -4.3158
C 4.7531 0.8624 2.7122
C 5.6262 2.0185 2.1697
C 5.2902 2.3967 0.6685
O 5.3732 3.2203 2.8583
H 3.7845 1.3089 2.9371
H 5.0759 0.5115 3.6924
H 4.5475 -0.0061 2.0864
H 6.6436 1.6541 2.3122
H 5.8356 3.2753 0.3240
H 4.2124 2.5245 0.5674
H 5.5864 1.5393 0.0641
H 5.8615 3.2169 3.6848
C 0.6465 4.5820 5.9140
C 1.5228 4.5949 4.6583
C 1.4270 3.4011 3.6671
O 1.2667 5.7045 3.8766
H 0.6746 5.4734 6.5407
H 0.8387 3.7252 6.5597
H -0.4053 4.5889 5.6279
H 2.5250 4.7557 5.0557
H 2.2079 3.3813 2.9069
H 0.5194 3.4290 3.0641
H 1.5148 2.4701 4.2270
H 2.0518 5.7616 3.3270
C -0.1638 0.4065 -0.6952
C 0.3575 -0.3434 0.5144
C 0.9181 0.6345 1.5991
O -0.7328 -1.0258 1.0781
H 0.6163 0.8124 -1.3391
H -0.8495 1.1805 -0.3504
H -0.7479 -0.2040 -1.3838
H 1.1177 -1.0810 0.2572
H 1.5688 0.3168 2.4138
H 0.1194 1.2400 2.0275
H 1.6385 1.2596 1.0714
H -0.3918 -1.6996 1.6708
C 1.9867 -4.5299 1.6128
C 1.6102 -3.5391 2.7200
C 2.6800 -2.4229 2.8438
O 0.3990 -2.9619 2.4186
H 1.2054 -5.2876 1.5526
H 2.9918 -4.9509 1.6345
H 1.9852 -3.9466 0.6920
H 1.4936 -4.0305 3.6859
H 2.3449 -1.7824 3.6596
H 2.7845 -1.9235 1.8806
H 3.7036 -2.7289 3.0598
H -0.1874 -3.6487 2.0928
C 1.8060 -4.3255 -4.8808
C 1.5698 -4.5380 -3.4018
C 0.8925 -3.3387 -2.7324
O 0.7326 -5.5656 -3.1073
H 0.8629 -4.2813 -5.4255
H 2.2737 -5.2142 -5.3044
H 2.4720 -3.4644 -4.9379
H 2.5092 -4.8088 -2.9199
H 0.8044 -3.3739 -1.6465
H -0.1201 -3.1889 -3.1070
H 1.3352 -2.4113 -3.0958
H 0.8518 -6.1923 -3.8246
C -0.8861 0.3831 5.2880
C -2.3409 -0.1436 5.3487
C -2.4462 -1.3796 4.4211
O -2.5198 -0.5692 6.6572
H -0.1023 -0.2878 5.6395
H -0.7101 1.3116 5.8313
H -0.5190 0.5962 4.2840
H -2.9721 0.6502 4.9492
H -1.9016 -2.2745 4.7222
H -2.1355 -1.2185 3.3888
H -3.5014 -1.6531 4.4246
H -2.6738 0.2490 7.1353
C -0.8743 4.0715 -2.0217
C -0.7257 4.5056 -0.5122
C 0.7838 4.5478 -0.0754
O -1.2733 5.8311 -0.3138
H -0.4639 3.0752 -2.1861
H -0.3257 4.7646 -2.6594
H -1.9254 3.9755 -2.2937
H -1.2726 3.7726 0.0807
H 1.3271 5.3119 -0.6313
H 1.2639 3.5793 -0.2159
H 0.8900 4.6276 1.0064
H -1.3357 6.0518 0.6184
*
```